Entry from the OMol25 dataset: C6H8F2N2O in the gas phase in a non-equilibrium geometry (ωB97M-V/def2-TZVPD).

The geometry in XYZ format:
```
19
Properties=species:S:1:pos:R:3:forces:R:3:nbo_charge:R:1
C -1.123 -1.165 -1.980 -1.214 -1.374 3.735 -0.6276
C -0.457 -0.511 -0.767 0.692 0.259 -0.435 0.1964
N 0.779 -0.694 -0.535 0.824 -0.156 0.383 -0.2090
N 1.309 0.021 0.551 -3.239 -1.518 -1.513 -0.3123
C 2.737 0.066 0.591 -1.483 0.755 0.051 -0.4250
C 0.368 1.015 0.988 -0.717 -1.917 -2.814 0.3666
F 0.786 2.228 0.498 -0.283 0.817 0.552 -0.3595
C -1.041 0.574 0.147 1.975 2.282 0.850 -0.4259
C -2.060 0.108 1.109 -0.513 -0.219 -0.986 0.8708
O -1.956 -0.363 2.173 0.211 -0.331 1.134 -0.5098
F -3.282 0.245 0.536 -0.396 -0.035 0.044 -0.3486
H -2.051 -1.721 -1.572 1.135 1.043 -1.178 0.2197
H -0.538 -1.834 -2.561 0.967 -0.771 0.230 0.2391
H -1.305 -0.390 -2.619 -1.452 2.033 -1.768 0.2182
H 3.016 1.057 0.235 1.057 -0.213 0.522 0.2094
H 3.002 -0.361 1.521 1.057 0.816 1.543 0.2091
H 3.014 -0.728 -0.027 0.724 -0.753 -1.674 0.2321
H 0.294 0.923 2.046 -0.392 0.988 0.943 0.1877
H -1.494 1.531 -0.334 1.047 -1.704 0.382 0.2687
```
Forces are in eV/Å.

- structure (SMILES) = CC1=NN(C)[C@@H](F)[C@@H]1C(=O)F
- 2S+1 = 1
- HOMO-LUMO gap (eV) = 9.53
- energy relative to the best compared isomer or geometry (same formula, charge and spin) (eV) = 0.0000



Entry from the OMol25 dataset: a molecular structure, C6H8F3N2 in a non-equilibrium geometry (ωB97M-V/def2-TZVPD).

The geometry in XYZ format:
```
19
Properties=species:S:1:pos:R:3:forces:R:3:nbo_charge:R:1
C 1.088 0.294 0.333 -4.311 0.162 -2.697 0.4377
C -1.649 -2.182 -0.732 -0.356 1.888 0.397 -0.3388
C -0.619 -1.369 -1.048 -1.778 -2.668 1.622 -0.0716
C -1.365 0.653 0.080 -1.196 -0.072 -2.902 -0.2760
C -0.649 1.848 0.654 -2.298 0.775 1.832 -0.2535
C 2.459 -0.249 0.116 1.783 -1.993 -0.429 0.9039
N -0.448 -0.108 -0.724 4.265 4.511 2.647 -0.2733
N 0.732 1.415 0.836 -0.543 -2.180 -0.799 -0.4142
F 2.799 -0.062 -1.188 -0.684 -0.154 1.403 -0.2735
F 3.351 0.305 0.899 0.398 1.342 0.297 -0.2787
F 2.561 -1.571 0.429 -1.073 0.932 -0.843 -0.2856
H -1.563 -3.088 -1.230 -0.281 -1.869 -0.457 0.2240
H -2.579 -1.968 -0.149 1.053 0.073 -0.762 0.2235
H 0.251 -1.753 -1.449 1.401 -1.125 -1.526 0.2130
H -1.641 0.040 0.911 -1.231 -0.384 0.409 0.2063
H -2.162 0.893 -0.788 1.093 -0.197 2.721 0.2916
H -0.701 2.784 0.116 0.411 0.017 -0.626 0.2571
H -1.220 2.112 1.645 1.648 -0.535 -1.430 0.2626
H 1.354 2.005 1.288 1.698 1.477 1.142 0.4456
```
Forces are in eV/Å.

- charge = +1
- 2S+1 = 1
- HOMO-LUMO gap (alpha / beta) (eV) = 7.40 / 7.40
- energy relative to the best compared isomer or geometry (same formula, charge and spin) (eV) = 5.4450



Entry from the OMol25 dataset: C6H8FN in the gas phase in a non-equilibrium geometry (ωB97M-V/def2-TZVPD).

The geometry in XYZ format:
```
16
Properties=species:S:1:pos:R:3:forces:R:3:nbo_charge:R:1
C -1.928 0.887 -0.849 1.259 -1.123 -0.636 -0.6684
C -1.389 0.758 0.548 -1.659 0.529 1.084 -0.1253
C -0.651 -0.266 0.957 0.881 -0.141 0.062 -0.3184
C -0.192 -1.217 -0.047 -0.412 -1.363 -1.534 0.1234
N 0.889 -1.247 -0.722 -3.654 -2.659 0.117 -0.4075
C 1.920 -0.444 -0.532 1.121 1.399 -2.805 -0.1410
C 2.432 -0.210 0.619 -0.398 1.444 4.824 0.1974
F 3.526 0.537 0.777 0.855 0.308 -0.105 -0.3365
H -2.148 -0.107 -1.291 -0.105 0.528 0.279 0.2204
H -1.010 1.184 -1.344 -0.100 0.472 -1.005 0.2319
H -2.737 1.584 -1.078 0.235 -0.046 0.569 0.2306
H -1.742 1.577 1.175 0.334 -0.427 0.500 0.2084
H -0.227 -0.625 1.905 -0.694 1.335 0.322 0.2298
H -0.930 -2.013 -0.272 0.439 0.204 -0.112 0.1754
H 2.297 -0.092 -1.501 0.647 0.058 0.697 0.2155
H 1.890 -0.307 1.653 1.251 -0.518 -2.257 0.1644
```
Forces are in eV/Å.

- structure (SMILES) = C\C=C/C=N\C=C\F
- 2S+1 = 1
- HOMO-LUMO gap (eV) = 9.51
- energy relative to the best compared isomer or geometry (same formula, charge and spin) (eV) = 3.0817



Entry from the OMol25 dataset: a gas-phase ion, C6H8FN2 (charge +1) in a non-equilibrium geometry (ωB97M-V/def2-TZVPD).

The geometry in XYZ format:
```
17
Properties=species:S:1:pos:R:3:forces:R:3:nbo_charge:R:1
F 3.365 -1.191 0.407 -0.546 0.925 -0.610 -0.3439
C 2.387 -0.497 -0.314 -0.701 -0.442 -0.030 0.0623
C 1.577 0.515 0.616 -0.213 -0.970 -0.870 -0.4814
C 0.056 0.211 0.340 2.286 2.513 0.183 0.2079
C -0.677 1.273 -0.359 -3.652 -2.922 0.185 -0.0987
C -2.082 0.894 -0.622 3.916 -0.553 1.292 -0.1731
C -2.399 -0.425 -0.133 -2.398 0.523 -0.965 0.0656
N -1.604 -1.275 0.530 -0.389 1.928 -1.088 -0.2245
N -0.349 -0.971 0.782 -0.035 0.604 -0.301 -0.1479
H 1.690 -1.283 -0.714 0.597 0.634 0.459 0.1624
H 2.794 0.021 -1.218 0.182 -0.358 1.013 0.1863
H 1.842 1.556 0.316 -0.408 -0.776 0.463 0.2334
H 1.833 0.339 1.690 -0.240 0.070 -0.925 0.2763
H -0.264 2.249 -0.672 -0.050 -0.872 0.376 0.2759
H -2.783 1.556 -1.168 0.345 -0.832 0.555 0.2840
H -3.437 -0.786 -0.330 1.041 0.138 0.358 0.2573
H -1.949 -2.187 0.847 0.265 0.391 -0.095 0.4581
```
Forces are in eV/Å.

- charge = +1
- structure (SMILES) = FCCc1ccc[nH+]n1
- 2S+1 = 1
- HOMO-LUMO gap (eV) = 9.35
- energy relative to the best compared isomer or geometry (same formula, charge and spin) (eV) = 1.0996



Entry from the OMol25 dataset: C6H8FNO in the gas phase in a non-equilibrium geometry (ωB97M-V/def2-TZVPD).

The geometry in XYZ format:
```
17
Properties=species:S:1:pos:R:3:forces:R:3:nbo_charge:R:1
C 2.931 -0.273 0.434 -0.879 -2.199 -0.010 -0.2486
O 2.057 0.227 -0.552 2.419 -0.887 -0.801 -0.4643
C 0.929 0.682 -0.162 -3.322 1.817 2.966 0.4545
N 0.053 1.045 -0.971 0.246 0.151 -1.648 -0.4957
C -1.212 1.456 -0.690 -1.138 -0.922 1.096 0.0431
C -2.164 0.717 -0.066 1.669 2.522 -1.281 -0.3309
C -1.956 -0.576 0.397 0.680 -3.661 2.277 -0.3134
C -1.498 -1.589 -0.325 -0.197 0.770 -2.196 0.2243
F -1.330 -1.420 -1.706 -0.045 -0.224 1.515 -0.3622
H 3.935 -0.052 0.197 0.960 0.090 -0.547 0.2012
H 2.750 -1.367 0.600 0.452 0.660 -0.697 0.1834
H 2.712 0.102 1.381 -0.391 1.246 1.593 0.1787
H 0.714 0.847 0.981 0.804 -0.612 -1.654 0.1189
H -1.571 2.406 -1.031 0.481 0.627 -0.332 0.1967
H -3.043 1.251 0.105 -1.589 0.439 0.334 0.2156
H -2.061 -0.859 1.483 -0.157 0.475 -1.085 0.2208
H -1.246 -2.596 -0.074 0.006 -0.294 0.470 0.1780
```
Forces are in eV/Å.

- structure (SMILES) = CO/C=N/C=C\C=C/F
- 2S+1 = 1
- HOMO-LUMO gap (eV) = 8.82
- energy relative to the best compared isomer or geometry (same formula, charge and spin) (eV) = 1.8308



Entry from the OMol25 dataset: C6H8FNO in the gas phase in a non-equilibrium geometry (ωB97M-V/def2-TZVPD).

The geometry in XYZ format:
```
17
Properties=species:S:1:pos:R:3:forces:R:3:nbo_charge:R:1
C -1.760 -0.752 1.155 -2.028 0.068 2.081 -0.4350
C -0.474 -1.081 1.459 1.651 -1.439 1.290 -0.0426
C -1.953 0.337 0.372 3.842 1.054 -2.493 0.3606
C -0.017 0.023 -0.481 -3.398 1.487 0.072 0.3485
C 1.873 -0.715 0.935 -0.969 3.808 1.474 -0.3928
C 0.127 1.386 -2.273 -0.569 -0.464 -1.659 -0.2407
N 0.457 -0.592 0.594 0.283 -0.177 0.910 -0.3764
O 0.708 0.978 -1.100 0.341 -1.058 3.250 -0.5302
F -3.057 0.808 -0.197 0.107 -0.945 0.165 -0.3272
H -2.540 -1.008 1.871 -0.124 -0.466 -0.287 0.2292
H -0.101 -1.665 2.371 -0.779 0.926 -1.743 0.2124
H 2.331 -1.190 0.181 1.896 -1.539 -2.923 0.2026
H 2.322 0.357 1.042 -0.692 -2.072 0.122 0.2194
H 1.968 -1.342 1.792 0.063 0.015 0.854 0.2133
H -0.735 2.086 -2.206 0.181 -0.856 0.443 0.1868
H -0.064 0.428 -2.805 -0.448 1.129 -0.413 0.1874
H 0.914 1.942 -2.710 0.642 0.530 -1.144 0.1846
```
Forces are in eV/Å.

- 2S+1 = 1
- HOMO-LUMO gap (eV) = 7.79
- energy relative to the best compared isomer or geometry (same formula, charge and spin) (eV) = 4.6403



Entry from the OMol25 dataset: a gas-phase ion, C6H8IO5 (charge -1) in a non-equilibrium geometry (ωB97M-V/def2-TZVPD).

The geometry in XYZ format:
```
20
Properties=species:S:1:pos:R:3:forces:R:3:nbo_charge:R:1
C 1.436 2.225 0.918 -0.078 -1.916 1.225 -0.6210
C 1.091 0.725 1.222 2.434 0.483 1.887 0.0051
O -0.218 0.338 1.246 -1.527 -1.026 -0.916 -0.5189
C -0.393 -0.901 0.500 -1.139 0.209 0.620 0.6714
O -0.645 -1.963 1.340 0.526 0.894 -0.679 -0.7292
C -1.702 -0.946 -0.658 0.968 -1.406 1.089 0.4030
C -1.184 -0.769 -2.086 0.869 -1.112 0.434 -0.7260
O -2.484 -1.920 -0.434 1.227 0.613 0.114 -0.7658
I -2.918 1.061 -0.147 -0.277 0.663 0.024 -0.3980
O 0.906 -1.066 -0.121 -2.082 -2.280 -0.843 -0.5036
C 1.731 -0.115 0.145 -0.842 0.782 1.224 0.7718
O 2.748 0.031 -0.433 2.275 0.451 -0.765 -0.5997
H 0.612 2.860 0.928 -1.665 0.889 0.303 0.2278
H 2.169 2.565 1.612 0.449 0.323 0.773 0.2023
H 1.891 2.323 -0.016 0.646 -0.120 -1.701 0.2180
H 1.553 0.374 2.262 -0.408 0.903 -1.928 0.1713
H -1.385 -2.425 0.874 -0.338 0.196 0.095 0.5094
H -1.615 0.121 -2.505 0.258 0.241 -0.537 0.2336
H -1.543 -1.695 -2.583 0.151 0.722 -0.053 0.2222
H -0.050 -0.822 -2.064 -1.445 0.491 -0.366 0.2263
```
Forces are in eV/Å.

- charge = -1
- structure (SMILES) = C[C@H]1O[C@@](O)([C@@](C)([O-])I)OC1=O
- 2S+1 = 1
- HOMO-LUMO gap (eV) = 7.66
- energy relative to the best compared isomer or geometry (same formula, charge and spin) (eV) = 0.0000



Entry from the OMol25 dataset: a molecular structure, C6H8InO7 in a non-equilibrium geometry (ωB97M-V/def2-TZVPD).

The geometry in XYZ format:
```
22
Properties=species:S:1:pos:R:3:forces:R:3:nbo_charge:R:1
In 12.456 -13.547 -4.901 -0.033 -0.023 0.049 0.9990
C 20.109 -17.728 -4.966 -3.699 2.545 -0.761 -0.0546
C 18.704 -17.348 -4.728 -0.310 -1.464 1.239 0.3948
C 17.928 -18.218 -3.654 -3.723 1.968 -0.249 0.3377
O 16.717 -17.930 -3.405 3.470 -0.710 -0.699 -0.4677
C 18.554 -19.353 -3.075 -3.105 1.408 0.618 -0.0694
C 19.810 -19.677 -3.375 4.875 -4.438 -0.078 0.3046
C 20.637 -18.780 -4.306 5.370 -3.060 0.452 0.2891
O 21.868 -19.028 -4.571 -3.025 -0.079 1.169 -0.3976
O 20.224 -20.820 -2.948 -0.271 3.439 -1.431 -0.4008
O 18.110 -16.487 -5.308 -0.028 0.601 -0.382 -0.4535
H 20.580 -17.127 -5.729 0.656 -0.243 0.064 0.2569
H 18.023 -20.005 -2.398 -0.249 0.069 0.056 0.2606
O 12.074 -9.252 -1.964 0.043 -0.325 -0.182 -0.9498
H 12.665 -8.511 -1.833 0.197 0.189 0.047 0.4766
H 11.211 -8.917 -1.722 -0.228 0.078 0.087 0.4734
O 12.623 -17.827 -7.989 -0.053 0.298 0.206 -0.9501
H 13.012 -17.763 -8.861 0.092 0.025 -0.248 0.4739
H 12.564 -18.767 -7.820 -0.042 -0.256 0.080 0.4764
O 7.906 -12.171 -2.794 0.334 -0.111 -0.131 -0.9502
H 7.023 -12.519 -2.920 -0.241 -0.132 -0.035 0.4768
H 7.771 -11.318 -2.380 -0.031 0.219 0.128 0.4737
```
Forces are in eV/Å.

- charge = +1
- 2S+1 = 1
- HOMO-LUMO gap (eV) = 4.76
- energy relative to the best compared isomer or geometry (same formula, charge and spin) (eV) = 1.8846



Entry from the OMol25 dataset: a molecular structure, C6H8IrO6 in a non-equilibrium geometry (ωB97M-V/def2-TZVPD).

The geometry in XYZ format:
```
21
Properties=species:S:1:pos:R:3:forces:R:3:lowdin_spin:R:1
O 2.262 0.722 0.983 0.519 -0.186 0.088 0.5856
C -0.034 -1.673 0.787 0.035 -1.136 0.080 0.0017
C 2.813 -0.124 0.056 1.097 -1.420 -1.153 0.0648
O -0.461 -2.590 1.453 0.009 1.633 -0.701 0.0055
O 1.084 -1.865 0.112 0.914 -0.181 -0.422 0.0023
C 1.812 -0.954 -0.736 -0.538 0.022 -0.017 0.0109
H 3.508 -0.836 0.552 -0.355 0.414 -0.031 0.0089
H 3.421 0.402 -0.714 -0.273 0.106 0.463 0.0099
H 2.342 -1.608 -1.441 -0.030 0.207 0.277 0.0012
H 1.113 -0.342 -1.311 0.118 0.050 0.156 0.0005
H -1.916 2.329 -1.107 0.285 -0.305 0.031 0.0068
O -0.542 0.313 1.908 0.032 0.238 -0.140 0.2713
O -0.478 0.984 -0.410 0.352 -1.642 -0.498 0.2914
C -1.733 1.251 -0.978 -0.513 -0.017 -0.202 0.0423
C -2.716 0.651 0.017 -0.172 -0.073 0.197 0.0074
O -2.064 -0.546 0.437 0.179 0.068 -0.259 0.0137
C -0.763 -0.302 0.801 -2.488 -1.225 0.437 0.0335
H -1.801 0.726 -1.946 0.032 0.282 0.262 0.0050
H -3.666 0.362 -0.445 0.220 0.095 0.236 0.0009
H -2.877 1.319 0.877 -0.015 -0.169 -0.226 0.0028
Ir 0.695 1.781 1.106 0.590 3.238 1.421 3.6336
```
Forces are in eV/Å.

- 2S+1 = 6
- HOMO-LUMO gap (alpha / beta) (eV) = 7.75 / 8.16
- ⟨S²⟩ = 8.7587
- energy relative to the best compared isomer or geometry (same formula, charge and spin) (eV) = 0.0000



Entry from the OMol25 dataset: a molecular structure, C6H8IrOP in a non-equilibrium geometry (ωB97M-V/def2-TZVPD).

The geometry in XYZ format:
```
17
Properties=species:S:1:pos:R:3:forces:R:3:lowdin_spin:R:1
C -0.568 0.246 -1.327 3.680 -0.345 -0.901 0.2582
C -1.313 1.506 -1.336 1.927 1.632 1.774 0.2888
C -0.339 2.509 -1.025 -1.903 1.589 -1.497 0.0171
C 0.957 2.031 -1.401 -1.483 -1.428 1.378 0.3559
C 0.895 0.595 -1.403 -4.736 -1.217 0.011 0.0732
Ir 0.795 -1.067 2.306 3.194 0.900 -1.810 2.0318
P 0.245 -2.658 0.850 -2.205 -2.239 -0.965 0.2980
H -1.023 -0.784 -1.287 0.704 1.434 -0.267 0.0123
H -2.387 1.707 -1.460 0.665 -0.411 0.320 0.0134
H -0.599 3.594 -0.774 0.459 -1.696 -0.822 -0.0039
H 1.692 -0.125 -1.417 0.171 0.030 -0.187 0.0015
H 1.814 2.601 -1.667 0.491 0.481 0.194 0.0205
H 1.156 -3.100 -0.149 -0.137 0.181 0.231 0.0584
H -0.903 -2.374 -0.038 0.993 -0.622 0.741 0.0179
H -0.110 -4.006 1.383 0.282 1.341 -0.680 0.0081
O -0.360 -0.175 4.909 1.621 -0.701 -3.217 0.1604
C 0.050 -0.500 3.836 -3.723 1.072 5.698 0.3884
```
Forces are in eV/Å.

- 2S+1 = 5
- HOMO-LUMO gap (alpha / beta) (eV) = 5.40 / 6.16
- ⟨S²⟩ = 6.0332
- energy relative to the best compared isomer or geometry (same formula, charge and spin) (eV) = 0.5977